Density functional theory data (ωB97M-V/def2-TZVPD) for a molecular structure, C17H22PReS4Sb at a distorted geometry.

```
46
Properties=species:S:1:pos:R:3:forces:R:3
Re 0.017 -1.194 -1.183 2.25 -0.84 -3.20
S 0.920 -2.551 -5.567 0.52 -1.30 1.78
Sb 1.388 -3.812 -3.748 0.63 -0.51 -0.60
S -0.708 -3.043 -2.081 0.27 2.34 1.56
S 2.058 -1.080 -1.875 -3.37 -0.14 1.82
S 2.243 -5.294 -2.262 -0.79 1.50 -1.57
C -1.717 -2.058 1.583 -0.09 -0.03 -0.31
P -0.254 -1.038 1.247 -0.12 0.18 1.43
C 0.872 -1.240 2.633 0.10 -0.07 -0.47
C 1.250 -2.523 3.051 -0.04 0.02 -0.06
C 1.875 -2.679 4.273 0.10 0.03 -0.08
C 2.144 -1.567 5.065 -0.12 0.10 -0.11
C 1.790 -0.294 4.634 0.13 0.03 0.04
C 1.180 -0.114 3.408 -0.22 -0.06 -0.16
C -0.707 0.703 1.083 0.40 -0.72 -0.55
C 0.254 1.548 0.492 0.14 -0.11 -0.02
C -0.023 2.893 0.330 0.03 -0.01 -0.10
C -1.245 3.402 0.764 0.17 -0.09 -0.09
C -2.172 2.575 1.391 -0.18 -0.28 0.07
C -1.923 1.221 1.532 -0.23 0.10 -0.01
H -2.109 -1.831 2.576 0.11 0.16 0.04
H -1.451 -3.116 1.567 0.11 0.04 -0.02
H -2.497 -1.879 0.842 -0.06 -0.02 -0.02
H 1.060 -3.390 2.433 -0.08 -0.10 -0.01
H 2.165 -3.662 4.613 -0.01 -0.08 -0.02
H 2.630 -1.690 6.021 0.02 -0.03 0.08
H 1.988 0.567 5.255 0.06 0.03 0.04
H 0.904 0.880 3.082 0.00 0.03 0.05
H 1.221 1.143 0.197 0.04 0.13 0.06
H 0.706 3.547 -0.124 0.08 0.06 -0.02
H -1.475 4.448 0.621 0.03 0.10 0.05
H -3.095 2.984 1.772 -0.07 0.06 0.01
H -2.642 0.586 2.027 -0.15 -0.03 -0.01
C -1.243 2.078 -4.066 0.03 -0.28 -0.10
C -0.320 0.886 -3.696 0.39 0.43 -0.47
C 1.099 1.400 -3.551 0.02 -0.35 -0.19
C -0.926 0.340 -2.435 -0.08 -0.75 0.84
H -0.930 2.477 -5.028 0.01 0.06 -0.05
H -1.169 2.866 -3.321 0.03 0.10 0.07
H -2.282 1.771 -4.148 -0.12 -0.02 -0.03
H -0.374 0.148 -4.503 -0.01 -0.02 0.10
H 1.179 2.157 -2.774 0.03 0.09 0.13
H 1.460 1.824 -4.485 -0.03 0.05 -0.04
H 1.791 0.575 -3.310 0.02 0.35 -0.22
H -1.908 -0.109 -2.642 0.09 0.01 0.21
H -1.022 1.144 -1.695 -0.05 -0.15 0.11
```
Positions in Å, forces in eV/Å.

Properties
LUMO ... -13.1 eV
Total charge ... +3
HOMO-LUMO gap ... 4.77 eV